Record 1
C65H77N4 | ωB97M-V with the def2-TZVPD basis set

Structure (ORCA input):
```
! wB97M-V def2-TZVPD RIJCOSX def2/J DEFGRID3
* xyz 1 1
C 0.45 -1.00 -1.00
C 0.83 -2.44 -1.16
C 0.84 -2.72 -2.68
C 2.24 -2.67 -0.61
C -0.22 -3.32 -0.44
C -1.25 -3.83 -1.25
C -1.60 -5.17 -1.09
C -1.12 -5.80 0.05
C -0.72 -5.05 1.17
C -1.00 -5.77 2.52
C -1.26 -4.84 3.69
C 0.12 -6.78 2.81
C -2.30 -6.59 2.41
C -0.17 -3.76 0.92
N 0.42 -2.97 1.98
C 1.53 -3.43 2.81
C 1.56 -2.47 3.97
N 0.68 -1.37 3.55
C 0.67 -0.12 4.27
C 1.73 0.81 4.04
C 2.90 0.72 3.00
C 3.26 2.12 2.48
C 2.61 -0.07 1.74
C 4.12 0.14 3.73
C 1.82 1.92 4.87
C 0.80 2.28 5.73
C -0.24 1.39 5.94
C -0.28 0.14 5.31
C -1.30 -0.86 5.96
C -2.60 -0.15 6.36
C -0.64 -1.48 7.21
C -1.73 -1.96 5.03
C 0.02 -1.70 2.38
C -0.88 -0.92 1.66
C -1.55 0.29 2.13
C -0.96 1.57 2.18
C -1.66 2.64 2.74
C -2.98 2.48 3.17
C -3.62 1.25 3.00
C -2.92 0.17 2.45
H 0.56 -0.66 0.03
H 1.11 -0.38 -1.61
H -0.59 -0.80 -1.31
H 0.96 -3.79 -2.90
H -0.10 -2.37 -3.14
H 1.66 -2.18 -3.18
H 2.64 -3.63 -0.96
H 2.93 -1.87 -0.94
H 2.22 -2.68 0.48
H -1.66 -3.24 -2.07
H -2.19 -5.70 -1.83
H -1.18 -6.89 0.13
H -2.16 -4.24 3.51
H -1.42 -5.43 4.61
H -0.42 -4.17 3.87
H 0.06 -7.60 2.08
H 1.12 -6.34 2.73
H 0.00 -7.21 3.81
H -2.22 -7.42 1.70
H -2.55 -7.02 3.39
H -3.13 -5.95 2.09
H 1.41 -4.48 3.09
H 2.48 -3.37 2.25
H 1.18 -2.93 4.89
H 2.56 -2.09 4.20
H 3.81 2.72 3.22
H 3.91 2.04 1.60
H 2.36 2.66 2.17
H 2.32 -1.10 1.94
H 1.84 0.42 1.14
H 3.53 -0.11 1.13
H 3.95 -0.89 4.07
H 5.00 0.14 3.07
H 4.36 0.76 4.61
H 2.71 2.55 4.83
H 0.82 3.25 6.24
H -1.00 1.67 6.67
H -3.00 0.42 5.51
H -3.36 -0.90 6.62
H -2.49 0.51 7.22
H 0.30 -1.98 6.95
H -0.42 -0.71 7.96
H -1.31 -2.23 7.66
H -0.91 -2.66 4.89
H -2.56 -2.53 5.46
H -2.06 -1.55 4.07
H -1.31 -1.42 0.80
H 0.06 1.70 1.81
H -1.15 3.60 2.87
H -3.51 3.33 3.60
H -4.66 1.11 3.32
H -3.42 -0.79 2.28
C -2.85 7.46 -3.31
N -3.30 6.12 -2.93
C -4.55 5.73 -3.48
C -4.80 5.93 -4.85
C -6.02 5.54 -5.40
C -7.03 5.03 -4.57
C -6.80 4.87 -3.19
C -5.55 5.19 -2.66
C -2.40 5.20 -2.43
C -2.81 4.04 -1.73
C -1.91 3.04 -1.39
C -0.58 3.07 -1.91
C 0.34 2.00 -1.70
C 1.31 1.71 -2.71
C 2.61 1.21 -2.39
C 3.58 1.02 -3.38
C 3.25 1.15 -4.74
N 4.21 0.95 -5.75
C 5.27 1.93 -5.92
C 4.06 -0.01 -6.78
C 3.81 0.37 -8.11
C 3.56 -0.61 -9.08
C 3.68 -1.96 -8.76
C 4.07 -2.35 -7.47
C 4.23 -1.38 -6.48
C 1.93 1.54 -5.08
C 1.01 1.89 -4.10
C -0.19 4.25 -2.62
C -1.03 5.34 -2.75
H -2.06 7.79 -2.63
H -2.47 7.50 -4.34
H -3.70 8.15 -3.22
H -4.01 6.35 -5.48
H -6.19 5.65 -6.47
H -8.00 4.78 -4.99
H -7.59 4.51 -2.53
H -5.35 5.05 -1.59
H -3.85 3.94 -1.42
H -2.23 2.18 -0.79
H 0.39 1.53 -0.72
H 2.84 1.01 -1.34
H 4.59 0.72 -3.10
H 6.18 1.43 -6.27
H 5.00 2.70 -6.65
H 5.48 2.42 -4.96
H 3.77 1.43 -8.37
H 3.28 -0.30 -10.10
H 3.51 -2.73 -9.53
H 4.25 -3.40 -7.23
H 4.52 -1.65 -5.46
H 1.68 1.63 -6.14
H 0.04 2.28 -4.40
H 0.80 4.30 -3.08
H -0.67 6.27 -3.17
*
```

- ΔE to the lowest compared entry with this formula, charge and spin (kcal per mole) = 8.1

Here are the Mulliken charges for atoms 1 to 2, given in e:
1. C -0.44
2. C 3.44

---

Record 2
C65H81AsBrN6O4SSr | ωB97M-V with the def2-TZVPD basis set

Structure (ORCA input):
```
! wB97M-V def2-TZVPD RIJCOSX def2/J DEFGRID3
* xyz -1 1
Sr 0.30 1.00 0.22
C 3.55 6.53 5.62
C 3.49 5.00 5.70
C 4.91 4.46 5.81
C 2.72 4.60 6.97
C 2.77 4.46 4.46
C 3.38 3.64 3.52
C 2.65 3.20 2.44
Br 3.49 2.06 1.15
C 1.29 3.48 2.21
O 0.70 2.93 1.20
C 0.67 4.33 3.16
C 1.43 4.77 4.24
C -0.81 4.74 3.13
C -1.50 4.24 4.41
C -0.90 6.27 3.07
C -1.62 4.20 1.94
H 4.03 6.95 6.51
H 2.56 6.97 5.53
H 4.13 6.85 4.75
H 5.37 4.83 6.72
H 5.53 4.78 4.97
H 4.92 3.37 5.84
H 3.25 4.96 7.85
H 2.64 3.52 7.04
H 1.72 5.02 6.98
H 4.42 3.34 3.61
H 0.94 5.41 4.96
H -1.11 4.73 5.30
H -1.36 3.16 4.52
H -2.57 4.44 4.36
H -0.39 6.75 3.91
H -1.95 6.59 3.09
H -0.45 6.65 2.15
H -1.69 3.11 1.98
H -1.18 4.47 0.98
H -2.63 4.61 2.00
C -0.62 -4.20 -6.24
O -0.55 -2.80 -6.49
C -1.76 -2.12 -6.42
C -2.81 -2.40 -7.27
C -4.00 -1.68 -7.18
C -4.11 -0.68 -6.23
C -3.05 -0.38 -5.38
C -1.85 -1.09 -5.47
N -0.73 -0.87 -4.68
C -0.62 -0.02 -3.55
N -1.01 1.24 -3.83
C -0.68 2.50 -3.24
C -0.18 2.66 -1.95
C 0.17 4.00 -1.66
C 0.01 5.07 -2.53
C -0.53 4.85 -3.80
C -0.87 3.56 -4.14
O -1.37 3.27 -5.42
C -2.67 3.78 -5.65
N -0.10 -0.45 -2.45
C 0.06 -1.84 -2.32
C 1.31 -2.38 -2.05
C 1.48 -3.74 -1.82
C 0.39 -4.59 -1.89
C -0.87 -4.08 -2.17
C -1.05 -2.72 -2.36
O -2.25 -2.13 -2.60
C -3.42 -2.90 -2.38
H 0.25 -4.65 -6.71
H -1.53 -4.63 -6.65
H -0.59 -4.39 -5.16
H -2.70 -3.19 -8.00
H -4.82 -1.91 -7.84
H -5.03 -0.12 -6.13
H -3.17 0.38 -4.62
H -0.13 -1.68 -4.62
H -1.24 1.36 -4.81
H 0.59 4.21 -0.68
H 0.31 6.07 -2.24
H -0.66 5.65 -4.51
H -2.68 4.87 -5.65
H -3.37 3.43 -4.88
H -3.00 3.42 -6.62
H 2.14 -1.70 -1.99
H 2.46 -4.13 -1.57
H 0.51 -5.65 -1.71
H -1.72 -4.74 -2.22
H -4.25 -2.20 -2.47
H -3.42 -3.33 -1.38
H -3.53 -3.68 -3.13
C 3.40 -5.71 4.38
C 2.35 -4.86 3.69
C 1.01 -5.00 3.97
C 0.03 -4.23 3.33
C -1.37 -4.45 3.87
C 0.39 -3.30 2.36
As -0.72 -2.14 1.14
N -0.35 -0.54 1.91
C -0.36 -0.36 3.28
C 0.42 0.66 3.84
C 0.43 0.93 5.19
C -0.33 0.17 6.07
C -1.10 -0.86 5.55
C -1.11 -1.13 4.19
C -2.65 -2.63 1.40
C -3.65 -1.66 1.61
C -3.36 -0.19 1.77
C -4.98 -2.05 1.65
C -5.38 -3.36 1.45
C -6.83 -3.76 1.51
C -4.40 -4.30 1.18
C -3.05 -3.95 1.13
C -2.09 -5.06 0.77
C 1.77 -3.11 2.12
C 2.32 -2.02 1.23
C 2.71 -3.89 2.77
H 2.95 -6.34 5.14
H 4.15 -5.08 4.86
H 3.91 -6.35 3.66
H 0.69 -5.72 4.72
H -1.39 -4.14 4.92
H -1.63 -5.51 3.84
H -2.14 -3.90 3.35
H 1.05 1.25 3.18
H 1.05 1.75 5.56
H -0.32 0.38 7.13
H -1.70 -1.47 6.21
H -1.75 -1.92 3.81
H -2.82 0.20 0.91
H -2.77 0.03 2.65
H -4.30 0.36 1.84
H -5.74 -1.29 1.83
H -7.46 -2.92 1.81
H -6.99 -4.57 2.23
H -7.19 -4.11 0.54
H -4.68 -5.33 0.99
H -2.31 -5.96 1.34
H -1.04 -4.81 0.94
H -2.20 -5.31 -0.29
H 1.74 -1.90 0.31
H 3.35 -2.25 0.94
H 2.32 -1.06 1.75
H 3.77 -3.72 2.56
C 5.85 -2.06 -4.37
C 4.54 -1.89 -3.62
N 3.54 -1.16 -4.38
C 3.31 0.17 -4.26
S 4.16 1.16 -3.21
N 2.31 0.62 -5.05
C 1.96 2.03 -5.20
C 2.85 2.77 -6.17
H 6.57 -2.60 -3.76
H 6.26 -1.08 -4.61
H 5.70 -2.61 -5.30
H 4.71 -1.34 -2.69
H 4.11 -2.86 -3.36
H 2.95 -1.69 -4.99
H 1.94 0.00 -5.75
H 1.99 2.49 -4.21
H 0.92 2.06 -5.53
H 3.89 2.74 -5.83
H 2.54 3.81 -6.24
H 2.80 2.33 -7.17
*
```

- ΔE to the lowest compared entry with this formula, charge and spin (kcal per mole) = 6.0

Here are the Mulliken charges for atoms 1 to 2, given in e:
1. Sr 1.49
2. C -1.64

---

The records above give, respectively, orbital gap values of 4.1295, 6.5908 eV.
The records above give, respectively, LUMO level values of -4.64, 1.99 eV.